1.
DFT (ωB97M-V/def2-TZVPD) results for a molecular structure, C38H40N7O6PS4Se2Te2W at a distorted geometry.

Last column: Löwdin charge in e.
Geometry (Å):
W1 0.55488 -0.18005 -0.81326  0.574
Se1 -1.15622 0.92235 -0.21476  -0.156
Te1 -4.95102 2.16525 2.37794  0.181
Te2 -2.91132 1.60495 0.92874  0.299
Se2 -0.06512 1.50925 -1.94146  0.326
O1 2.16068 0.46735 -0.42916  -0.518
S1 2.68528 -0.89445 -0.08436  0.598
O2 3.58128 -1.38445 -1.07786  -0.271
N1 1.32998 -1.66135 0.05084  -0.305
C1 1.08358 -2.87325 -0.67516  -0.276
C2 1.96338 -3.94625 -0.72156  0.002
C3 1.63268 -5.04415 -1.50646  -0.049
C4 0.43408 -5.11015 -2.18646  -0.013
C5 -0.48772 -4.05015 -2.14576  -0.147
C6 -1.73332 -4.03245 -2.80836  0.029
C7 -2.55762 -2.91165 -2.70336  -0.041
C8 -2.12422 -1.80435 -2.02586  -0.102
N2 -0.87372 -1.74235 -1.42456  -0.117
C9 -0.11622 -2.90115 -1.40686  -0.250
C10 3.53628 -0.66935 1.45064  -0.279
C11 4.22058 0.51465 1.66674  -0.042
C12 4.90688 0.69075 2.85594  -0.052
C13 4.88148 -0.30685 3.81794  -0.056
C14 4.20248 -1.49335 3.58294  -0.049
C15 3.53648 -1.69215 2.38344  -0.067
H1 2.89228 -3.90795 -0.16746  0.119
H2 2.32738 -5.86765 -1.57176  0.112
H3 0.19588 -5.97065 -2.79186  0.116
H4 -2.04302 -4.89955 -3.36826  0.119
H5 -3.53392 -2.89375 -3.15736  0.112
H6 -2.72142 -0.88345 -1.89456  0.115
H7 4.20908 1.29605 0.91744  0.127
H8 5.44648 1.60655 3.03454  0.112
H9 5.40538 -0.15985 4.75044  0.110
H10 4.17378 -2.26455 4.33594  0.114
H11 3.00798 -2.61555 2.18304  0.117
C16 -4.29732 5.89365 5.19334  -0.119
C17 -3.78392 4.66515 4.48294  -0.353
S2 -2.25622 4.00695 5.25444  0.671
O3 -1.06072 4.62275 4.70844  -0.350
O4 -2.31112 4.00725 6.69314  -0.314
C18 -2.15292 2.23425 4.65714  -0.244
C19 -0.78712 1.67225 5.04064  -0.127
N3 -0.16572 0.87575 3.99634  0.063
C20 0.32818 1.33765 2.83854  -0.319
N4 0.80198 0.33155 2.05704  0.079
C21 0.61278 -0.80465 2.78894  -0.085
C22 0.03658 -0.48695 3.99304  -0.149
N5 -0.21102 -1.42155 5.01884  -0.337
O5 -0.87882 -1.09065 5.98424  0.069
O6 0.29538 -2.52575 4.85414  0.073
C23 0.31408 2.75965 2.42694  0.005
H12 -5.21152 6.18955 4.68944  0.081
H13 -3.57872 6.70935 5.16504  0.082
H14 -4.52662 5.66425 6.22764  0.075
H15 -3.53672 4.85005 3.43954  0.077
H16 -4.54912 3.85845 4.46994  0.002
H17 -2.29062 2.30075 3.56354  -0.027
H18 -3.00102 1.71065 5.08744  0.087
H19 -0.87512 1.04395 5.92654  0.119
H20 -0.12682 2.51485 5.26474  0.126
H21 0.83978 -1.78985 2.43394  0.091
H22 1.32178 3.17405 2.40294  0.099
H23 -0.31522 3.37675 3.07444  0.056
H24 -0.09432 2.81995 1.39454  0.046
S3 2.26358 2.31315 -3.21466  0.264
P1 1.74028 0.65725 -4.11876  0.151
S4 1.46708 -0.91795 -2.84686  0.497
C24 3.02268 0.07035 -5.25256  -0.398
C25 4.17188 0.80945 -5.47446  -0.102
C26 5.12668 0.33785 -6.35726  -0.077
C27 4.93878 -0.87625 -6.99606  -0.081
C28 3.78948 -1.61855 -6.76746  -0.077
C29 2.82368 -1.14065 -5.90536  -0.099
C30 0.28568 0.74265 -5.23536  -0.376
C31 0.49928 1.43695 -6.41906  -0.084
C32 -0.52492 1.51895 -7.33926  -0.072
C33 -1.76012 0.94765 -7.06706  -0.078
C34 -1.97922 0.27665 -5.87726  -0.075
C35 -0.94492 0.15825 -4.96976  -0.121
H25 4.33138 1.76085 -4.97716  0.075
H26 6.01148 0.93035 -6.54286  0.105
H27 5.69138 -1.24795 -7.67626  0.103
H28 3.63738 -2.56545 -7.26476  0.104
H29 1.91498 -1.71365 -5.73576  0.106
H30 1.46388 1.89435 -6.60746  0.114
H31 -0.35372 2.02775 -8.27496  0.105
H32 -2.56052 1.02845 -7.78586  0.103
H33 -2.93742 -0.16585 -5.64736  0.104
H34 -1.12142 -0.39805 -4.04026  0.061
C36 -4.89192 -1.38595 1.53924  -0.103
N6 -3.67162 -1.56995 2.30824  -0.195
C37 -3.59792 -0.85345 3.57654  -0.108
C38 -2.54452 -1.77315 1.70054  -0.315
N7 -1.50042 -1.93155 1.20104  0.188
H35 -5.15882 -2.31205 1.03274  0.087
H36 -4.79682 -0.54805 0.80484  0.013
H37 -5.68072 -1.05915 2.22064  0.068
H38 -4.60812 -0.55885 3.87664  0.057
H39 -3.03652 0.09535 3.44944  -0.005
H40 -3.14292 -1.48575 4.33634  0.088

Atoms 1-6, force components in eV/Å:
-7.1 -5.3 -4.2
-2.3 0.8 2.6
-2.3 0.1 0.5
-5.1 3.4 3.5
-1.5 8.8 -8.7
7.3 3.1 3.1

E_HOMO (alpha / beta) = -5.928 / -5.926 eV
Frontier orbital gap (alpha / beta) = 4.40 / 4.37 eV



2.
DFT (ωB97M-V/def2-TZVPD) results for a single C2H6N2O2 molecule at a distorted geometry.

Last column: natural (NBO) charge in e.
Geometry (Å):
C1 0.66036 0.09853 -0.35830  -0.337
N1 -0.83444 -0.20069 -0.60785  0.078
C2 0.72360 0.46074 1.09139  0.128
O1 -0.97207 -1.64065 -0.65991  -0.583
O2 -1.10088 0.29899 -1.93761  -0.593
N2 1.76553 0.32888 1.84083  -0.608
H1 -1.99424 0.68367 -1.90721  0.471
H2 -1.81651 -1.78223 -0.19668  0.472
H3 1.55912 0.66945 2.78643  0.339
H4 0.95574 0.98376 -0.93013  0.240
H5 1.30669 -0.75128 -0.59669  0.235
H6 -0.25291 0.85083 1.47574  0.158

Atoms 1-6, force components in eV/Å:
-1.3 -0.4 0.1
1.0 0.1 -0.9
0.6 0.0 1.9
0.0 1.1 0.2
0.1 -0.4 0.5
-1.4 0.2 -1.1

E_HOMO = -10.027 eV
Relative energy (zero: lowest compared OMol25 entry of this formula, charge and spin) = 106.1 kcal per mole
SMILES = [H]/N=C/CN(O)O
Frontier orbital gap = 10.79 eV



3.
DFT (ωB97M-V/def2-TZVPD) results for 2 unconnected molecules or ions with the total composition C29H27BF6N2 at a distorted geometry.

Last column: natural (NBO) charge in e.
Geometry (Å):
F1 -4.63756 -0.15001 5.04341  -0.326
C1 -4.83356 -0.49534 3.73818  0.972
F2 -4.23041 -1.71339 3.54118  -0.320
F3 -6.19475 -0.70725 3.54002  -0.339
C2 -4.44155 0.59504 2.79078  -0.309
N1 -4.52259 0.03110 1.46899  -0.480
C3 -5.61733 0.40999 0.68193  0.254
C4 -6.04685 1.75521 0.74631  -0.279
C5 -7.22113 2.17090 0.11123  -0.196
C6 -8.06430 1.21460 -0.50140  -0.237
C7 -7.66447 -0.13933 -0.54173  -0.184
C8 -6.39407 -0.51891 -0.05457  -0.265
C9 -3.40097 -0.64969 1.04577  0.252
C10 -3.30678 -0.98678 -0.30336  -0.279
C11 -2.12038 -1.55835 -0.77313  -0.191
C12 -1.04068 -1.74985 0.14098  -0.056
C13 0.24428 -2.48657 -0.27418  -0.424
C14 1.53376 -1.65345 -0.51845  -0.043
C15 2.70551 -2.36104 -0.22610  -0.196
C16 3.91471 -1.70363 -0.21357  -0.271
C17 3.94328 -0.30365 -0.35564  0.249
N2 5.18040 0.30727 -0.31053  -0.480
C18 6.33262 -0.53728 -0.03130  -0.301
C19 6.45513 -0.65134 1.45832  0.970
F4 7.52072 -1.41872 1.82548  -0.326
F5 6.65550 0.62990 1.94836  -0.336
F6 5.33480 -1.14787 2.08024  -0.322
C20 5.41363 1.66494 -0.54536  0.255
C21 4.65363 2.65425 0.11326  -0.265
C22 4.97757 4.01095 -0.05128  -0.193
C23 5.97717 4.39377 -0.96659  -0.235
C24 6.68503 3.40070 -1.67781  -0.192
C25 6.47992 2.04701 -1.38229  -0.271
C26 2.79758 0.39799 -0.75873  -0.283
C27 1.57756 -0.27337 -0.85540  -0.196
C28 -1.14384 -1.39781 1.49392  -0.175
C29 -2.29790 -0.75558 1.91700  -0.290
H1 -5.18794 1.37112 2.94116  0.251
H2 -3.42256 0.99661 2.90937  0.229
H3 -5.42673 2.47798 1.27498  0.211
H4 -7.48668 3.23447 0.13590  0.219
H5 -8.99528 1.53072 -0.97056  0.218
H6 -8.36021 -0.89687 -0.94209  0.221
H7 -6.00124 -1.52572 -0.22885  0.227
H8 -4.11715 -0.77735 -0.98082  0.222
H9 -2.06647 -1.82090 -1.83127  0.218
H10 0.50326 -3.25765 0.53518  0.214
H11 2.70991 -3.44533 -0.05845  0.213
H12 4.80596 -2.32181 -0.10631  0.204
H13 6.19191 -1.51409 -0.51653  0.230
H14 7.26238 -0.07353 -0.36043  0.243
H15 3.82235 2.35200 0.74140  0.228
H16 4.45010 4.76540 0.53567  0.218
H17 6.17584 5.44363 -1.14803  0.217
H18 7.41138 3.67588 -2.44841  0.218
H19 7.09081 1.27316 -1.84406  0.210
H20 2.84495 1.46374 -0.96799  0.226
H21 0.69372 0.24631 -1.23383  0.224
H22 -0.35996 -1.57392 2.25473  0.222
H23 -2.27816 -0.31518 2.89599  0.208
H24 0.07705 -3.16886 -1.14414  0.216
B1 -1.43912 -2.62329 -5.87738  0.274
H25 -1.82382 -3.74395 -5.55199  -0.094
H26 -2.08244 -1.61427 -5.40623  -0.090
H27 -0.19557 -2.48270 -5.95097  -0.090

Atoms 1-6, force components in eV/Å:
-0.2 -0.3 -1.0
-0.9 -1.3 1.0
-0.8 1.4 0.4
1.5 0.0 0.6
0.4 0.2 -0.5
-0.4 0.6 0.6

E_HOMO = -7.468 eV
Relative energy (zero: lowest compared OMol25 entry of this formula, charge and spin) = 24.7 kcal per mole
SMILES = FC(F)(F)CN(c1ccccc1)c1ccc(Cc2ccc(N(CC(F)(F)F)c3ccccc3)cc2)cc1.B
Frontier orbital gap = 6.95 eV



4.
DFT (ωB97M-V/def2-TZVPD) results for 2 unconnected molecules or ions with the total composition C3H3NO2S2 at a distorted geometry.

Last column: natural (NBO) charge in e.
Geometry (Å):
C1 0.14156 2.04642 0.63570  0.046
C2 0.13133 0.93690 -3.00636  1.020
C3 0.03714 -0.12772 -0.47126  -0.038
N1 0.08561 1.06606 -0.04874  -0.490
O1 1.14880 1.42870 -2.81161  -0.511
O2 -0.89114 0.48939 -3.25690  -0.504
S1 -1.53633 -0.87840 -0.80218  0.004
S2 1.56165 -0.94137 -0.91418  0.010
H1 0.17144 3.07381 0.34043  0.195
H2 -1.66236 -1.51606 0.36965  0.131
H3 1.44171 -1.93774 -0.03182  0.137

Atoms 1-6, force components in eV/Å:
2.4 4.1 1.5
0.2 0.5 -0.6
0.5 -0.5 0.1
-1.6 -3.6 -1.8
1.3 0.6 0.3
-1.5 -0.7 -0.3

E_HOMO (alpha / beta) = -5.597 / -9.432 eV
Multiplicity = 3
Relative energy (zero: lowest compared OMol25 entry of this formula, charge and spin) = 23.5 kcal per mole
Frontier orbital gap (alpha / beta) = 5.98 / 7.55 eV



5.
DFT (ωB97M-V/def2-TZVPD) results for 3 unconnected molecules or ions with the total composition C2H12NO3.

Last column: natural (NBO) charge in e.
Geometry (Å):
C1 0.20816 -1.49891 1.20665  -0.088
O1 1.47362 -0.86704 1.39859  -0.753
C2 -0.77486 -0.43431 0.73422  -0.239
N1 -0.02916 0.49458 -0.15577  -0.714
H1 -0.15706 -1.94566 2.12734  0.208
H2 0.29072 -2.26656 0.43331  0.189
H3 1.92177 -1.23612 2.17225  0.509
H4 -1.53554 -0.90460 0.11497  0.226
H5 -1.24720 0.13046 1.52709  0.225
H6 0.06087 0.02460 -1.06631  0.454
H7 0.91965 0.59425 0.21853  0.453
H8 -0.49847 1.41216 -0.23220  0.467
H9 -1.68124 3.26985 -1.01194  0.496
H10 -1.91566 3.49711 0.48653  0.508
O2 -1.45684 2.92631 -0.13900  -0.973
H11 0.25111 -0.54849 -3.19100  0.487
H12 1.56092 -1.19078 -2.79114  0.502
O3 0.65568 -1.05793 -2.47629  -0.959

Atoms 1-6, force components in eV/Å:
0.1 0.1 0.0
-0.1 -0.2 0.3
0.0 -0.3 -0.2
-0.1 -0.1 -0.1
-0.1 -0.1 0.0
0.1 -0.1 0.1

E_HOMO = -14.791 eV
Relative energy (zero: lowest compared OMol25 entry of this formula, charge and spin) = 0.0 kcal per mole
Frontier orbital gap = 11.82 eV
Net charge = +1



6.
DFT (ωB97M-V/def2-TZVPD) results for a single C5H8N2 molecule at a distorted geometry.

Last column: natural (NBO) charge in e.
Geometry (Å):
C1 -0.14887 -1.68983 -0.27455  -0.210
C2 1.21555 -1.36277 -0.36769  -0.381
C3 -1.14632 -0.79467 0.09957  -0.050
C4 1.79557 -0.26082 0.00770  0.218
C5 1.89879 1.14674 -0.09067  -0.756
N1 -1.09916 0.51745 -0.03402  -0.239
N2 -2.23260 1.22855 0.24422  -0.623
H1 -0.21751 -2.78920 0.05065  0.209
H2 1.79019 -2.16811 -0.65629  0.213
H3 -2.22230 -1.24591 0.31337  0.150
H4 2.46720 1.63089 0.77291  0.228
H5 2.40297 1.26558 -1.05934  0.254
H6 0.81944 1.49251 -0.16854  0.272
H7 -2.15864 2.14336 0.55606  0.366
H8 -3.16429 0.88624 0.60663  0.349

Atoms 1-6, force components in eV/Å:
-0.6 -1.7 1.7
-0.5 1.0 -0.1
-3.7 -0.4 -0.4
1.4 -0.4 -0.1
-0.7 1.3 1.1
-0.6 0.0 1.0

E_HOMO (alpha / beta) = -7.023 / -7.092 eV
Relative energy (zero: lowest compared OMol25 entry of this formula, charge and spin) = 142.7 kcal per mole
Frontier orbital gap (alpha / beta) = 6.55 / 7.89 eV



Question: Which formula does entry 5 have?
Answer: C2H12NO3